Formula: C2H6N4O
Source: the Open Molecules 2025 dataset
Level of theory: ωB97M-V/def2-TZVPD

Calculated values
- SMILES = [H]/N=C(/C=N/N)NO
- ΔE to the lowest compared entry with this formula, charge and spin (kJ/mol) = 677.59
- highest occupied orbital energy (spin up / spin down) (eV) = -7.59 / -7.56
- orbital gap (spin up / spin down) (eV) = 7.258 / 7.623
- lowest unoccupied orbital energy (spin up / spin down) (eV) = -0.33 / 0.06
- M (g mol⁻¹) = 102.10

```
! RIJCOSX wB97M-V def2-TZVPD def2/J DEFGRID3
* xyz 0 1
H 2.37613 -1.13145 -1.27267
N 2.21557 -1.03357 -0.26894
C 1.31031 -0.14479 -0.06319
C 0.47859 0.06385 1.09150
N -0.59126 0.84043 0.67894
N -1.79292 0.25973 0.88388
N 0.50625 0.50277 -1.09871
O -0.19842 -0.28243 -1.99595
H 0.56704 -0.44176 2.04854
H -2.47775 0.93489 1.21877
H -1.77785 -0.55111 1.50579
H 0.39486 1.50691 -1.24270
H -1.01055 -0.52347 -1.48525
*
```



Formula: C2H6N4O2
Source: the Open Molecules 2025 dataset
Level of theory: ωB97M-V/def2-TZVPD

Calculated values
- ΔE to the lowest compared entry with this formula, charge and spin (kJ/mol) = 749.63
- highest occupied orbital energy (eV) = -7.56
- orbital gap (eV) = 8.162
- lowest unoccupied orbital energy (eV) = 0.60
- M (g mol⁻¹) = 118.10

```
! RIJCOSX wB97M-V def2-TZVPD def2/J DEFGRID3
* xyz 0 1
C 0.00602 -1.62669 -0.00762
C 1.14310 -0.87800 -0.09341
N -1.22898 -0.97217 0.10276
N -0.12133 0.96283 0.77275
N 1.17981 0.43037 -0.40091
N -1.21061 0.39819 0.39230
O 2.39106 0.92435 0.02701
O -1.82064 1.28171 -0.54540
H 0.13789 -2.63164 0.21113
H 2.12310 -1.30648 -0.08466
H -2.22299 -1.23620 0.01776
H -0.05414 1.90188 0.59404
H 2.45022 1.78781 -0.33224
H -2.77249 0.96402 -0.65352
*
```



Formula: C2H6N4O2
Source: the Open Molecules 2025 dataset
Level of theory: ωB97M-V/def2-TZVPD

Calculated values
- SMILES = [H]/N=C/N=C(NO)NO
- ΔE to the lowest compared entry with this formula, charge and spin (kJ/mol) = 567.63
- highest occupied orbital energy (eV) = -8.94
- orbital gap (eV) = 9.255
- lowest unoccupied orbital energy (eV) = 0.32
- M (g mol⁻¹) = 118.10

```
! RIJCOSX wB97M-V def2-TZVPD def2/J DEFGRID3
* xyz 0 1
H 3.40944 -0.05159 -0.31755
N 2.38241 0.05142 -0.24196
C 1.73802 -1.01080 0.06292
N 0.38247 -1.09930 0.25668
C -0.46858 -0.13962 -0.05288
N -0.48060 1.15692 -0.22464
O 0.47936 2.17595 0.15214
N -1.74675 -0.57569 -0.48509
O -2.86222 -0.01572 0.10061
H 2.23766 -1.82561 0.50710
H -1.49703 1.67203 -0.04102
H 1.16434 1.75627 -0.20745
H -1.90669 -1.71016 -0.68640
H -2.83184 -0.38410 1.17755
*
```



Formula: C2H6N4O2
Source: the Open Molecules 2025 dataset
Level of theory: ωB97M-V/def2-TZVPD

Calculated values
- ΔE to the lowest compared entry with this formula, charge and spin (kJ/mol) = 807.38
- highest occupied orbital energy (eV) = -8.56
- orbital gap (eV) = 8.170
- lowest unoccupied orbital energy (eV) = -0.38
- M (g mol⁻¹) = 118.10

```
! RIJCOSX wB97M-V def2-TZVPD def2/J DEFGRID3
* xyz 0 1
C 1.87434 0.12628 0.07719
C -1.36587 -0.41652 0.12532
H 3.84121 0.06159 -0.24220
H 3.24180 -1.46797 0.23258
H 0.93878 1.74730 -0.00457
H -1.52340 -1.45436 -0.66017
H -2.00940 1.16359 0.30131
H -4.49838 0.27647 -0.05445
N 2.99642 -0.59334 -0.47638
N 1.89659 1.34192 -0.13533
N -0.28208 0.03710 0.78708
N -2.52754 0.21454 0.20843
O 0.82117 -0.89295 0.36370
O -3.40363 -0.14367 -0.52252
*
```



Formula: C2H6N4O2
Source: the Open Molecules 2025 dataset
Level of theory: ωB97M-V/def2-TZVPD

Calculated values
- ΔE to the lowest compared entry with this formula, charge and spin (kJ/mol) = 676.38
- highest occupied orbital energy (eV) = -9.22
- orbital gap (eV) = 9.001
- lowest unoccupied orbital energy (eV) = -0.22
- M (g mol⁻¹) = 118.10

```
! RIJCOSX wB97M-V def2-TZVPD def2/J DEFGRID3
* xyz 0 1
C -0.68364 -0.70056 -0.11285
C 0.17183 0.52403 0.20867
H -0.71530 -0.72265 -2.23836
H -0.87480 -2.51552 -1.58751
H -1.23135 -2.48157 0.27157
H 1.49074 1.74303 -0.78226
H -0.76427 1.83035 -1.23478
H -0.21334 -0.52787 2.27972
N -0.64869 -1.33934 -1.35241
N -1.20592 -1.33759 0.88984
N 0.95454 0.91436 -1.01242
N 0.96019 0.60840 1.34668
O -0.02653 1.56310 -1.95133
O 0.64632 -0.08653 2.40319
*
```



Formula: C2H6N4S
Source: the Open Molecules 2025 dataset
Level of theory: ωB97M-V/def2-TZVPD

Calculated values
- SMILES = [H]/N=N/N=S.[H]/N=C/C
- ΔE to the lowest compared entry with this formula, charge and spin (kJ/mol) = 518.63
- highest occupied orbital energy (spin up / spin down) (eV) = -7.94 / -7.94
- orbital gap (spin up / spin down) (eV) = 7.845 / 7.844
- lowest unoccupied orbital energy (spin up / spin down) (eV) = -0.10 / -0.10
- M (g mol⁻¹) = 118.16

```
! RIJCOSX wB97M-V def2-TZVPD def2/J DEFGRID3
* xyz 0 1
H 3.16711 0.42080 -0.63697
N 3.14069 1.28237 -0.10464
N 2.27083 2.08487 0.00513
N 1.58219 2.77348 0.66755
S 0.56534 3.93840 0.72482
H 0.18460 1.34048 -1.92442
N 0.37025 0.91323 -1.08314
C -0.74866 0.79448 -0.48508
C -0.81365 0.21970 0.93091
H -1.76516 0.99314 -0.74458
H -1.58528 0.70686 1.57246
H 0.15238 0.32569 1.39590
H -1.03876 -0.78745 0.98754
*
```



Formula: C2H6N4S
Source: the Open Molecules 2025 dataset
Level of theory: ωB97M-V/def2-TZVPD

Calculated values
- SMILES = [H]/N=C(/N)S/C(N)=N/[H]
- ΔE to the lowest compared entry with this formula, charge and spin (kJ/mol) = 197.14
- highest occupied orbital energy (eV) = -9.25
- orbital gap (eV) = 9.802
- lowest unoccupied orbital energy (eV) = 0.55
- M (g mol⁻¹) = 118.16

```
! RIJCOSX wB97M-V def2-TZVPD def2/J DEFGRID3
* xyz 0 1
H 0.19114 0.14564 -1.83710
N -0.67145 0.78488 -1.57278
C -0.80399 1.04398 -0.37625
N -1.70762 2.04953 -0.01126
S 0.15263 0.77138 1.10465
C 1.00883 -0.68015 0.42142
N 1.26519 -1.58642 1.47750
N 1.47823 -0.67591 -0.73303
H 1.86699 -1.63616 -1.01817
H -2.59423 1.41746 0.42851
H -2.01814 2.72590 -0.94306
H 1.47598 -2.61655 1.14050
H 0.35642 -1.74357 1.91908
*
```



Formula: C2H6N4S
Source: the Open Molecules 2025 dataset
Level of theory: ωB97M-V/def2-TZVPD

Calculated values
- SMILES = [H]/N=C\NS/C(N)=N/[H]
- ΔE to the lowest compared entry with this formula, charge and spin (kJ/mol) = 314.76
- highest occupied orbital energy (eV) = -9.08
- orbital gap (eV) = 9.621
- lowest unoccupied orbital energy (eV) = 0.54
- M (g mol⁻¹) = 118.16

```
! RIJCOSX wB97M-V def2-TZVPD def2/J DEFGRID3
* xyz 0 1
H -1.35072 -1.15069 0.19285
N -2.00281 -1.67837 -0.75390
C -1.71973 -0.69902 -1.52387
N -1.25441 0.56973 -0.98845
S -0.75555 0.72302 0.57988
C 1.11086 0.51941 0.64365
N 1.50704 0.50765 2.03478
N 1.66687 0.43376 -0.41244
H 2.70087 0.06584 -0.38057
H -1.78764 -0.63294 -2.55419
H -1.24775 1.54936 -1.64816
H 0.89381 0.06085 2.76493
H 2.23915 -0.26860 2.04548
*
```



Formula: C2H6N4S
Source: the Open Molecules 2025 dataset
Level of theory: ωB97M-V/def2-TZVPD

Calculated values
- ΔE to the lowest compared entry with this formula, charge and spin (kJ/mol) = 250.50
- highest occupied orbital energy (spin up / spin down) (eV) = -7.07 / -7.07
- orbital gap (spin up / spin down) (eV) = 8.032 / 8.031
- lowest unoccupied orbital energy (spin up / spin down) (eV) = 0.96 / 0.96
- M (g mol⁻¹) = 118.16

```
! RIJCOSX wB97M-V def2-TZVPD def2/J DEFGRID3
* xyz 0 1
C 0.94927 1.96716 -1.01872
C -2.04893 -1.34747 0.09348
N 2.49611 -2.11652 1.69180
N 2.37194 -1.49465 0.79604
N 0.93763 1.20148 0.05893
N -0.07165 0.48920 0.45884
S -1.42629 0.28567 -0.45719
H 1.71920 2.69127 -1.12759
H 0.11970 1.94989 -1.69270
H -3.00407 -1.29582 -0.53902
H -2.13955 -1.58994 1.17445
H -1.36372 -2.03558 -0.32923
H 1.46038 1.29530 0.89092
*
```



Formula: C2H6N4S
Source: the Open Molecules 2025 dataset
Level of theory: ωB97M-V/def2-TZVPD

Calculated values
- SMILES = NN/C=N/C=N\S
- ΔE to the lowest compared entry with this formula, charge and spin (kJ/mol) = 174.67
- highest occupied orbital energy (eV) = -8.16
- orbital gap (eV) = 8.932
- lowest unoccupied orbital energy (eV) = 0.77
- M (g mol⁻¹) = 118.16

```
! RIJCOSX wB97M-V def2-TZVPD def2/J DEFGRID3
* xyz 0 1
N 1.99124 0.88873 1.18768
N 2.02311 -0.11709 0.20848
C 0.92289 -0.55683 -0.45528
N -0.23505 -0.08482 -0.13804
C -1.30255 -0.69199 -0.83143
N -2.51714 -0.35230 -0.62613
S -2.75443 0.85492 0.54110
H 1.35871 1.60402 0.84880
H 1.51130 0.47452 1.99956
H 2.94253 -0.32721 -0.07714
H 1.17827 -1.30207 -1.25483
H -1.08713 -1.50424 -1.59111
H -4.03177 1.11434 0.18833
*
```



Copy entry 3 word for word.
Formula: C2H6N4O2
Source: the Open Molecules 2025 dataset
Level of theory: ωB97M-V/def2-TZVPD

Calculated values
- SMILES = [H]/N=C/N=C(NO)NO
- ΔE to the lowest compared entry with this formula, charge and spin (kJ/mol) = 567.63
- highest occupied orbital energy (eV) = -8.94
- orbital gap (eV) = 9.255
- lowest unoccupied orbital energy (eV) = 0.32
- M (g mol⁻¹) = 118.10

```
! RIJCOSX wB97M-V def2-TZVPD def2/J DEFGRID3
* xyz 0 1
H 3.40944 -0.05159 -0.31755
N 2.38241 0.05142 -0.24196
C 1.73802 -1.01080 0.06292
N 0.38247 -1.09930 0.25668
C -0.46858 -0.13962 -0.05288
N -0.48060 1.15692 -0.22464
O 0.47936 2.17595 0.15214
N -1.74675 -0.57569 -0.48509
O -2.86222 -0.01572 0.10061
H 2.23766 -1.82561 0.50710
H -1.49703 1.67203 -0.04102
H 1.16434 1.75627 -0.20745
H -1.90669 -1.71016 -0.68640
H -2.83184 -0.38410 1.17755
*
```



Question: Number 2 is which compound?
Answer: C2H6N4O2



Question: Which of these has the lowest ΔE to the lowest compared entry with this formula, charge and spin?
Answer: number 10



Question: Among the records above, which one has the highest ΔE to the lowest compared entry with this formula, charge and spin?
Answer: number 4